A single C12H14N2OS molecule. Source: OMol25; level of theory: the ωB97M-V functional and the def2-TZVPD basis.

Calculated values
* orbital gap: 9.1 eV
* molar mass: 234.32 u
* highest occupied orbital energy: -8.395 eV
* energy relative to the best compared isomer or geometry (same formula, charge and spin): 0.000 eV

Geometry (Å):
1 C 0.460 2.079 4.795
2 C 0.703 0.890 3.878
3 C 1.325 1.318 2.548
4 S 0.171 2.301 1.524
5 C 0.186 1.129 0.221
6 N -0.471 1.309 -0.834
7 C -0.579 0.415 -1.887
8 C -0.430 0.905 -3.183
9 C -0.587 0.053 -4.258
10 C -0.913 -1.277 -4.060
11 C -1.091 -1.776 -2.774
12 C -1.459 -3.215 -2.569
13 C -0.914 -0.926 -1.695
14 N 1.045 0.084 0.540
15 C 1.717 0.104 1.723
16 O 2.497 -0.741 2.079
17 H -0.196 2.800 4.310
18 H -0.008 1.751 5.719
19 H 1.397 2.574 5.039
20 H 1.387 0.180 4.349
21 H -0.240 0.375 3.681
22 H 2.213 1.928 2.738
23 H -0.179 1.945 -3.323
24 H -0.459 0.431 -5.262
25 H -1.040 -1.935 -4.907
26 H -2.394 -3.441 -3.078
27 H -0.689 -3.866 -2.983
28 H -1.576 -3.444 -1.512
29 H -1.076 -1.293 -0.690
30 H 1.199 -0.658 -0.132

=====

A single C4H5NO3 molecule at a distorted geometry. Source: OMol25; level of theory: the ωB97M-V functional and the def2-TZVPD basis.

Calculated values
* orbital gap: 9.5 eV
* molar mass: 115.09 u
* highest occupied orbital energy: -8.914 eV
* energy relative to the best compared isomer or geometry (same formula, charge and spin): 0.657 eV

Geometry (Å):
1 N -2.482 0.246 0.145
2 C -1.173 -0.009 -0.029
3 C -0.254 0.968 -0.268
4 C 1.152 0.728 -0.290
5 O 2.027 1.558 -0.413
6 C 1.563 -0.781 -0.042
7 O 1.149 -1.733 -0.655
8 O 2.556 -0.863 0.841
9 H -2.810 1.198 0.122
10 H -3.160 -0.494 0.126
11 H -0.939 -1.061 -0.106
12 H -0.552 2.008 -0.295
13 H 2.923 -1.763 0.864

=====

A single C5H14N2O molecule at a distorted geometry. Source: OMol25; level of theory: the ωB97M-V functional and the def2-TZVPD basis.

Calculated values
* orbital gap: 9.7 eV
* molar mass: 118.18 u
* highest occupied orbital energy: -8.708 eV
* energy relative to the best compared isomer or geometry (same formula, charge and spin): 2.384 eV

Geometry (Å):
1 C 0.472 -0.437 2.299
2 N 0.062 0.484 1.237
3 C 0.334 0.017 -0.152
4 C 1.597 0.662 -0.786
5 N 2.729 -0.220 -1.010
6 C -0.910 0.266 -1.012
7 C -2.205 -0.080 -0.348
8 O -3.250 0.136 -1.309
9 H 0.956 -1.320 1.887
10 H -0.406 -0.742 2.881
11 H 1.143 -0.043 3.053
12 H 0.585 1.341 1.349
13 H 0.580 -1.043 -0.033
14 H 1.318 1.161 -1.718
15 H 1.909 1.468 -0.116
16 H 2.686 -0.689 -1.912
17 H 2.711 -1.026 -0.391
18 H -0.854 -0.323 -1.942
19 H -0.818 1.272 -1.446
20 H -2.170 -1.142 -0.105
21 H -2.409 0.511 0.541
22 H -4.058 -0.254 -0.967

=====

2 unconnected molecules or ions with the total composition C3H9NS at a distorted geometry. Source: OMol25; level of theory: the ωB97M-V functional and the def2-TZVPD basis.

Calculated values
* orbital gap: 9.3 eV
* molar mass: 91.18 u
* highest occupied orbital energy: -8.332 eV
* energy relative to the best compared isomer or geometry (same formula, charge and spin): 2.009 eV

Geometry (Å):
1 C 2.565 1.052 -0.117
2 N 2.082 1.220 -1.301
3 H 2.792 0.028 0.263
4 H 2.988 1.921 0.543
5 H 2.456 2.117 -1.734
6 C -2.526 0.065 -0.186
7 S -0.886 0.379 0.634
8 C -0.367 -1.399 0.690
9 H -2.309 -0.314 -1.181
10 H -3.060 -0.685 0.484
11 H -3.015 1.033 -0.223
12 H 0.672 -1.547 0.351
13 H -1.055 -1.963 0.046
14 H -0.336 -1.908 1.729

=====

A molecular structure, FNO2RhS2 at a distorted geometry. Source: OMol25; level of theory: the ωB97M-V functional and the def2-TZVPD basis.

Calculated values
* ⟨S²⟩: 6.025
* orbital gap (alpha / beta): 7.1 / 6.2 eV
* molar mass: 232.04 u
* highest occupied orbital energy (alpha / beta): -15.184 / -15.496 eV
* spin multiplicity: 5
* charge: +1

Geometry (Å):
1 Rh -1.077 0.917 -1.197
2 F -1.917 -0.934 -1.819
3 N 0.924 -1.091 0.342
4 S 0.533 -1.099 -1.169
5 S 0.320 0.197 1.441
6 O -0.386 1.211 0.494
7 O 1.605 0.799 1.909